1.
A molecular structure, C30H79MgN8O12, computed with ωB97M-V with the def2-TZVPD basis set.

```
130
C30H79MgN8O12 ωB97M-V with the def2-TZVPD basis set
Mg -2.098 -4.704 -0.382
C 0.705 -1.434 -0.005
C 0.451 -2.895 0.437
O -0.520 -3.547 -0.314
H 1.573 -1.058 0.536
H -0.156 -0.807 0.228
H 0.969 -1.427 -1.062
H 0.151 -2.883 1.484
H 1.369 -3.480 0.385
C 3.526 1.497 -1.285
O 3.790 0.374 -1.108
N 2.335 1.953 -0.994
N 4.349 2.449 -1.648
H 2.087 2.918 -1.161
H 1.682 1.242 -0.697
H 5.259 2.219 -2.022
H 4.085 3.417 -1.761
C -0.221 -6.814 1.035
O -1.193 -6.243 0.656
N 0.748 -7.253 0.249
N 0.080 -6.955 2.254
H 1.573 -7.678 0.648
H 0.901 -6.895 -0.683
H -0.616 -6.505 2.831
H 0.538 -7.837 2.436
C 3.150 -3.733 -2.738
C 2.078 -4.691 -3.081
O 1.593 -5.466 -1.996
H 3.918 -4.339 -2.258
H 2.697 -2.973 -2.102
H 3.517 -3.146 -3.580
H 2.465 -5.447 -3.764
H 1.143 -4.350 -3.525
H 0.992 -4.820 -1.618
C -1.109 2.118 0.067
O -1.944 3.278 -0.042
C -1.846 4.229 1.052
C -1.954 5.746 0.681
N -2.953 6.088 -0.375
C -2.892 7.517 -0.934
C -4.020 7.819 -1.915
O -3.547 7.170 -3.009
C -4.113 7.714 -4.283
H -0.050 2.254 -0.150
H -1.550 1.409 -0.634
H -1.233 1.718 1.073
H -0.842 4.187 1.475
H -2.618 4.007 1.789
H -0.960 6.169 0.541
H -2.436 6.274 1.504
H -2.718 5.551 -1.197
H -1.939 7.731 -1.418
H -2.892 8.278 -0.154
H -4.138 8.882 -2.122
H -4.948 7.375 -1.553
H -3.567 7.255 -5.108
H -3.905 8.782 -4.330
H -5.196 7.603 -4.347
C 1.420 0.341 -3.742
O 1.513 0.947 -4.986
C 2.486 1.976 -5.032
C 2.413 2.759 -6.380
N 1.145 3.509 -6.378
C 0.563 3.633 -7.727
C -0.059 2.331 -8.360
O -1.128 1.799 -7.616
C -1.688 0.563 -8.048
H 0.668 -0.439 -3.859
H 1.297 1.057 -2.929
H 2.329 -0.255 -3.654
H 3.407 1.392 -5.027
H 2.495 2.665 -4.188
H 2.340 2.088 -7.235
H 3.364 3.274 -6.519
H 0.668 2.770 -5.881
H 1.331 3.991 -8.413
H -0.208 4.402 -7.773
H 0.726 1.575 -8.361
H -0.386 2.544 -9.378
H -2.591 0.292 -7.500
H -0.933 -0.182 -7.799
H -1.861 0.531 -9.124
C -1.677 -6.251 4.922
O -2.415 -5.611 3.847
C -1.822 -4.409 3.301
C -2.838 -3.865 2.279
N -3.392 -4.751 1.245
C -4.601 -4.348 0.582
C -4.433 -3.143 -0.221
O -3.205 -3.118 -0.993
C -2.864 -1.852 -1.512
H -1.874 -7.323 4.955
H -1.873 -5.706 5.845
H -0.612 -6.054 4.794
H -0.886 -4.676 2.811
H -1.651 -3.776 4.171
H -2.432 -2.931 1.889
H -3.697 -3.591 2.891
H -3.687 -5.530 1.817
H -5.371 -4.118 1.319
H -4.921 -5.264 0.084
H -4.368 -2.375 0.550
H -5.246 -2.913 -0.910
H -3.650 -1.448 -2.151
H -1.925 -1.931 -2.059
H -2.585 -1.083 -0.791
C 2.291 0.594 2.826
O 2.608 1.385 3.971
C 3.310 0.708 5.005
C 3.608 1.655 6.197
N 2.411 2.153 6.937
C 1.800 1.095 7.771
C 2.601 0.721 8.956
O 1.766 -0.015 9.889
C 2.431 -1.009 10.730
H 3.109 -0.024 2.456
H 1.923 1.248 2.036
H 1.394 0.086 3.182
H 4.282 0.415 4.609
H 2.798 -0.216 5.275
H 4.183 2.445 5.713
H 4.223 1.108 6.912
H 1.691 2.444 6.292
H 1.439 0.275 7.152
H 0.934 1.591 8.209
H 3.086 1.528 9.505
H 3.411 0.112 8.556
H 3.221 -0.541 11.316
H 2.950 -1.836 10.246
H 1.699 -1.259 11.498
```

DFT total energy: -74315.803 eV
net charge: +1
HOMO-LUMO gap: 7.10 eV

***

2.
14 unconnected molecules or ions with the total composition C30H79N28O15, computed with ωB97M-V with the def2-TZVPD basis set.

```
152
C30H79N28O15 ωB97M-V with the def2-TZVPD basis set
C 3.752 1.666 -3.400
C 3.592 1.833 -4.999
O 4.527 2.914 -5.371
C 2.153 2.324 -5.467
C 0.999 1.205 -5.394
C 1.551 -0.250 -5.861
C 1.666 -0.441 -7.352
C 2.128 -1.787 -7.915
C 2.417 -2.783 -6.791
C 2.268 -2.349 -5.357
N 1.842 -1.112 -4.776
C -0.184 1.693 -6.365
C -1.287 2.642 -5.702
C -2.670 1.831 -5.671
C -1.532 3.873 -6.744
N -0.897 3.275 -4.416
O -1.799 4.105 -3.957
C -0.446 2.305 -3.377
C 0.442 3.170 -2.316
C -1.655 1.690 -2.477
C 0.387 1.052 -3.919
H 4.764 2.137 -3.108
H 2.959 2.303 -2.896
H 3.774 0.580 -3.071
H 3.983 0.902 -5.521
H 5.438 2.535 -5.382
H 2.281 2.717 -6.543
H 1.843 3.253 -4.856
H 1.410 0.402 -8.066
H 2.249 -2.070 -9.003
H 2.744 -3.841 -7.038
H 2.543 -3.149 -4.578
H -0.724 0.825 -6.890
H 0.302 2.300 -7.216
H -3.379 2.278 -4.897
H -3.108 1.893 -6.735
H -2.435 0.752 -5.378
H -2.643 4.168 -6.649
H -1.326 3.582 -7.822
H -0.959 4.817 -6.414
H 1.186 2.528 -1.747
H -0.321 3.533 -1.532
H 0.882 4.113 -2.778
H -1.127 1.106 -1.638
H -2.245 0.901 -3.068
H -2.305 2.495 -2.008
H 1.186 0.809 -3.128
H -0.317 0.147 -3.931
C 7.088 5.706 -3.201
O 8.030 6.479 -3.320
N 6.518 5.428 -2.002
N 6.532 5.062 -4.255
H 5.746 4.798 -1.882
H 6.903 5.888 -1.193
H 6.927 5.242 -5.163
H 5.758 4.423 -4.177
C -4.178 -1.193 -3.379
O -3.253 -0.523 -3.824
N -5.404 -1.223 -3.959
N -4.051 -1.957 -2.271
H -6.174 -1.764 -3.611
H -5.535 -0.665 -4.787
H -3.151 -1.957 -1.812
H -4.793 -2.513 -1.887
C -1.214 -0.709 0.994
O -1.919 -1.267 0.162
N -0.206 -1.338 1.639
N -1.384 0.592 1.340
H 0.383 -0.896 2.325
H -0.047 -2.305 1.409
H -2.125 1.096 0.881
H -0.818 1.068 2.018
C 1.432 -6.387 -5.733
O 2.368 -5.706 -6.126
N 0.222 -6.388 -6.345
N 1.522 -7.198 -4.650
H -0.559 -6.939 -6.039
H 0.116 -5.798 -7.153
H 2.405 -7.223 -4.168
H 0.766 -7.764 -4.311
C -0.431 0.037 5.079
O 0.628 -0.317 4.566
N -0.871 1.321 5.034
N -1.247 -0.817 5.731
H -1.732 1.630 5.447
H -0.289 1.990 4.557
H -0.954 -1.779 5.786
H -2.116 -0.548 6.159
C 11.624 8.527 -4.147
O 12.559 9.208 -4.543
N 10.418 8.507 -4.766
N 11.709 7.730 -3.052
H 9.639 7.954 -4.454
H 10.312 9.084 -5.583
H 12.588 7.716 -2.563
H 10.952 7.164 -2.712
C -4.898 -0.090 7.860
O -3.841 -0.434 7.338
N -5.348 1.190 7.823
N -5.703 -0.954 8.513
H -6.209 1.491 8.242
H -4.776 1.865 7.345
H -5.403 -1.914 8.561
H -6.571 -0.695 8.946
C 3.834 -2.256 -1.084
O 2.651 -2.194 -0.792
N 4.787 -2.648 -0.197
N 4.303 -1.938 -2.318
H 5.764 -2.705 -0.416
H 4.478 -2.891 0.729
H 3.628 -1.646 -3.009
H 5.272 -1.983 -2.574
C -1.077 -3.445 8.682
O -1.782 -4.000 7.849
N -0.066 -4.077 9.321
N -1.247 -2.147 9.036
H 0.524 -3.639 10.006
H 0.094 -5.044 9.086
H -1.991 -1.640 8.580
H -0.679 -1.673 9.715
C -2.386 -6.792 11.273
O -1.333 -7.135 10.760
N -2.833 -5.511 11.239
N -3.201 -7.662 11.924
H -3.694 -5.208 11.655
H -2.254 -4.835 10.765
H -2.903 -8.622 11.970
H -4.070 -7.400 12.353
C 3.219 -3.267 7.728
O 3.502 -4.026 8.645
N 2.035 -3.322 7.072
N 4.067 -2.302 7.289
H 1.783 -2.708 6.318
H 1.379 -4.025 7.369
H 4.957 -2.228 7.752
H 3.853 -1.669 6.540
C -8.753 -2.708 9.920
O -7.825 -1.930 9.740
N -9.266 -2.962 11.148
N -9.347 -3.382 8.905
H -10.026 -3.596 11.317
H -8.850 -2.480 11.928
H -8.993 -3.219 7.977
H -10.108 -4.023 9.030
C -6.663 4.128 -5.587
O -7.838 3.803 -5.675
N -5.979 4.684 -6.619
N -5.940 3.961 -4.452
H -5.014 4.957 -6.567
H -6.481 4.825 -7.480
H -6.412 3.551 -3.664
H -4.974 4.221 -4.361
```

DFT total energy: -104834.966 eV
expectation value of S²: 0.754
spin multiplicity: 2
net charge: 0
HOMO-LUMO gap (alpha / beta): 8.30 / 8.75 eV